The following is a DFT calculation (ωB97M-V/def2-TZVPD) of C24H38GeIrN2O3S2 as an isolated structure.

Structure (XYZ):
```
71
Properties=species:S:1:pos:R:3:forces:R:3
Ir -0.388998 0.144745 0.232384 -0.620 0.507 -0.283
C -0.460232 -3.535937 2.891111 0.055 0.002 -0.036
C -0.683401 -2.035457 2.752180 0.024 -0.010 -0.007
C 0.306334 -1.264440 3.607578 0.001 0.067 0.002
C -2.122244 -1.687610 3.104246 -0.024 -0.001 -0.051
O -0.409077 -1.669991 1.372436 0.064 -0.141 0.347
Ge -0.669342 -2.695696 -0.180388 0.224 -0.401 -0.056
O 0.750465 -1.469879 -0.776114 -0.016 -0.009 -0.175
C 1.871362 -1.751457 -1.572771 0.068 0.110 -0.007
C 2.805400 -2.725859 -0.863420 0.014 0.027 0.037
C 1.441647 -2.324214 -2.938475 0.000 -0.011 -0.008
C 2.560819 -0.466208 -1.946048 0.032 0.184 -0.156
O -1.714456 -1.143873 -0.586842 0.017 -0.195 -0.134
C -2.747039 -0.946903 -1.606354 -0.185 0.119 0.011
C -3.684062 0.136223 -1.091465 0.039 0.051 0.042
C -2.133410 -0.570449 -2.941434 0.109 -0.056 0.025
C -3.477945 -2.280254 -1.721956 0.057 -0.026 0.158
H -0.541105 -3.825783 3.938449 -0.005 -0.008 0.000
H 0.533712 -3.817195 2.535327 -0.001 0.014 0.018
H -1.206165 -4.104307 2.331346 -0.007 0.001 0.009
H 0.128604 -1.460642 4.665324 0.007 0.000 -0.004
H 0.200348 -0.190569 3.438616 -0.003 -0.018 0.017
H 1.330000 -1.558933 3.366096 -0.017 -0.009 0.001
H -2.364136 -2.076814 4.093988 -0.013 0.013 -0.003
H -2.809490 -2.136094 2.383229 0.012 -0.022 0.023
H -2.288494 -0.612114 3.112082 0.015 0.028 -0.018
H 2.267447 -3.650309 -0.651941 0.005 -0.011 -0.019
H 3.150702 -2.316433 0.086002 -0.037 -0.007 0.000
H 3.669377 -2.972029 -1.483236 -0.010 0.011 0.016
H 0.975798 -3.295573 -2.765018 -0.024 0.001 -0.016
H 2.289461 -2.473665 -3.608561 0.002 -0.021 0.037
H 0.720804 -1.664794 -3.419185 0.004 0.001 0.001
H 2.943194 0.123016 -0.954263 0.036 -0.292 0.098
H 1.923005 0.289400 -2.402158 -0.009 0.006 0.078
H 3.520838 -0.580710 -2.445930 -0.044 -0.016 -0.057
H -3.277022 1.131900 -1.271654 0.037 0.001 0.043
H -3.843608 0.014110 -0.019224 -0.048 -0.035 -0.026
H -4.649091 0.070003 -1.594379 0.027 0.027 -0.033
H -1.587106 0.369497 -2.874563 -0.003 0.006 0.008
H -2.923622 -0.457210 -3.684738 0.002 0.014 0.012
H -1.456068 -1.353833 -3.287181 -0.039 -0.014 -0.016
H -3.894506 -2.581866 -0.758635 -0.013 0.023 -0.020
H -2.814692 -3.071397 -2.078631 -0.009 0.010 -0.022
H -4.295442 -2.184105 -2.435073 0.000 0.000 0.000
S -0.171642 1.894852 -1.160095 0.235 -0.229 -0.058
C -1.337716 3.046783 -0.597728 -0.016 0.221 -0.048
C -1.720434 4.139462 -1.384944 0.099 -0.114 0.009
C -2.655947 5.031500 -0.910594 -0.125 0.121 0.020
C -3.068011 6.129502 -1.744687 0.033 -0.006 0.068
N -3.379073 7.003613 -2.421307 0.008 -0.043 0.005
C -3.215006 4.858640 0.377573 -0.045 0.118 -0.045
C -2.822384 3.794786 1.159746 0.094 -0.105 0.031
C -1.885808 2.877926 0.668095 -0.005 0.178 0.064
S -1.367687 1.525553 1.627056 -0.079 -0.119 0.113
C -4.198552 5.780281 0.881342 0.042 -0.027 -0.030
N -4.983244 6.503371 1.305839 0.028 -0.031 -0.019
H -1.293535 4.276956 -2.369592 -0.018 0.001 -0.005
H -3.250007 3.662342 2.145125 0.003 -0.001 -0.010
C 4.410350 1.169706 2.064811 0.013 0.043 0.014
C 4.363435 0.321082 0.774206 0.062 -0.084 -0.131
C 5.634269 0.460349 -0.052843 -0.019 0.045 -0.010
C 3.148258 0.828866 0.085697 0.042 0.249 0.162
H 5.274625 0.849900 2.645724 -0.001 0.011 0.012
H 3.516038 1.037778 2.673594 0.011 -0.013 -0.002
H 4.526830 2.230997 1.839307 0.015 -0.016 -0.008
H 4.217888 -0.721137 1.061025 -0.041 0.022 0.070
H 5.788134 1.496862 -0.360855 0.000 -0.013 0.006
H 5.601744 -0.162830 -0.948889 -0.002 0.005 0.010
H 6.501127 0.152621 0.529939 -0.010 -0.006 0.000
H 2.185519 0.687334 0.570931 -0.022 -0.097 -0.024
H 3.232267 1.796614 -0.409233 -0.023 -0.030 -0.028
```
Positions in Å, forces in eV/Å.

E_LUMO in eV: -5.225
Highest occupied orbital energy in eV: -10.95
Multiplicity: 1
Net charge: +1

---

The following is a DFT calculation (ωB97M-V/def2-TZVPD) of a single C22H27N3O3 molecule.

Structure (XYZ):
```
55
Properties=species:S:1:pos:R:3:forces:R:3
C 2.864737 1.851092 2.266941 -0.379 -0.281 0.017
C 2.049999 0.569060 2.403403 0.717 -0.002 0.151
O 0.665817 0.788324 2.200755 -0.364 -0.057 -0.264
C 0.179892 1.223671 1.007898 -0.103 0.105 0.004
C -1.016493 1.927873 1.100742 0.183 -0.122 0.003
C -1.668866 2.412207 -0.015347 0.130 0.029 -0.076
C -1.132455 2.204511 -1.275309 0.032 0.218 0.006
C -1.872830 2.641341 -2.509783 -0.030 -0.307 0.030
C -2.662714 1.450762 -3.084721 0.080 0.119 -0.185
N -3.376507 0.760637 -2.034375 -0.241 0.221 -0.224
C -2.912004 -0.396517 -1.508847 -0.613 0.205 0.296
O -2.097105 -1.089997 -2.087580 0.316 -0.326 -0.167
C -3.538594 -0.741833 -0.168774 0.150 -0.323 0.049
C -3.212536 -2.158097 0.318831 -0.053 0.232 -0.160
C -1.813020 -2.298935 0.808879 -0.047 -0.150 -0.067
N -1.469546 -2.417207 2.059560 -0.542 0.062 0.309
C -0.106542 -2.577110 2.054405 0.403 0.016 -0.681
C 0.786132 -2.768063 3.101957 -0.020 0.013 -0.056
C 2.117891 -2.939209 2.786932 0.079 -0.041 0.212
C 2.568158 -2.927771 1.464974 0.105 -0.038 -0.148
C 1.700133 -2.737942 0.408469 0.055 -0.009 -0.099
C 0.363196 -2.553812 0.717488 0.112 -0.124 0.688
N -0.754948 -2.376325 -0.049272 -0.012 -0.012 -0.089
C 0.056427 1.496739 -1.382984 0.018 0.019 0.009
C 0.726105 0.997547 -0.273338 0.115 -0.060 0.175
O 1.885141 0.273459 -0.351639 -0.342 0.181 0.283
C 2.574108 0.158934 -1.577937 0.261 0.102 -0.330
C 3.298237 1.442241 -1.976421 -0.256 -0.240 0.205
H 2.473261 2.618185 2.931672 0.011 0.088 0.068
H 2.820832 2.222034 1.245783 0.052 0.066 -0.113
H 3.901591 1.653889 2.524648 0.147 -0.003 0.014
H 2.100474 0.195149 3.429543 0.031 0.016 -0.144
H 2.428965 -0.203051 1.730173 -0.109 0.081 0.217
H -1.419844 2.082712 2.089210 -0.009 0.017 0.141
H -2.589118 2.966956 0.102424 -0.103 0.075 0.002
H -2.565948 3.446127 -2.255842 0.033 0.063 -0.028
H -1.184480 3.008619 -3.271950 -0.034 0.093 -0.028
H -1.982162 0.718637 -3.523405 -0.106 0.111 -0.026
H -3.367295 1.789842 -3.849539 0.109 -0.069 -0.012
H -3.981722 1.330433 -1.462875 0.046 -0.172 0.083
H -3.172098 -0.014933 0.561548 -0.079 0.050 -0.021
H -4.621721 -0.626059 -0.252661 0.017 0.082 0.006
H -3.875393 -2.412303 1.145846 0.072 -0.026 -0.051
H -3.375424 -2.863146 -0.500235 -0.070 -0.015 0.073
H 0.437238 -2.786099 4.122010 -0.048 0.000 0.130
H 2.837135 -3.091786 3.578973 0.044 -0.014 0.069
H 3.620490 -3.075774 1.267651 0.071 -0.015 -0.025
H 2.043643 -2.741087 -0.615308 0.075 0.007 -0.091
H -0.828733 -2.212935 -1.043870 -0.069 0.060 0.070
H 0.449833 1.321285 -2.371740 0.117 -0.048 -0.107
H 1.900162 -0.176702 -2.375734 0.041 -0.038 0.086
H 3.306717 -0.631974 -1.393777 -0.128 0.037 -0.094
H 3.837014 1.284366 -2.906772 0.067 0.009 -0.114
H 4.008703 1.720004 -1.201423 0.071 0.036 0.045
H 2.596064 2.262034 -2.109260 -0.005 0.082 -0.044
```
Positions in Å, forces in eV/Å.

E_LUMO in eV: 0.654
Highest occupied orbital energy in eV: -7.90
Multiplicity: 1
Structure (SMILES): CCOc1ccc(CCNC(=O)CCc2nc3ccccc3[nH]2)cc1OCC

---

The following is a DFT calculation (ωB97M-V/def2-TZVPD) of a single C5H9NO molecule.

Structure (XYZ):
```
16
Properties=species:S:1:pos:R:3:forces:R:3
C -1.293906 -0.360536 1.252282 0.224 -0.045 0.048
C -0.226099 0.409818 0.562174 0.015 -0.171 -0.261
C 0.240920 -1.123440 -0.888177 -0.194 -0.258 -0.196
C -0.307988 1.553085 -0.386964 -0.233 -0.012 0.036
O 0.965773 1.264749 -0.942376 0.364 0.189 -0.107
C 1.164951 0.069007 -0.150166 -0.466 0.124 0.213
N 2.324697 -0.404591 0.165614 0.008 0.146 0.385
H -1.814840 0.269812 1.984782 0.229 0.087 -0.173
H -2.065781 -0.752267 0.571353 0.149 0.148 0.018
H -0.856507 -1.202885 1.788224 -0.058 0.041 0.074
H 0.083830 -1.918258 -0.169435 -0.001 -0.088 -0.049
H -0.690854 -0.791222 -1.327004 -0.203 -0.071 -0.102
H 0.900236 -1.478818 -1.682526 0.091 0.405 0.226
H -0.310082 2.522119 0.141476 -0.027 -0.267 0.033
H -1.098611 1.573414 -1.148469 0.035 -0.061 0.053
H 2.984256 0.370013 0.229210 0.064 -0.167 -0.197
```
Positions in Å, forces in eV/Å.

E_LUMO (alpha / beta) in eV: -0.818 / -0.356
Highest occupied orbital energy (alpha / beta) in eV: -7.49 / -7.87
Multiplicity: 1

---

The following is a DFT calculation (ωB97M-V/def2-TZVPD) of C5H12N2S as an isolated structure at a distorted geometry.

Structure (XYZ):
```
20
Properties=species:S:1:pos:R:3:forces:R:3
C -1.076039 -1.729046 0.463194 1.825 -1.579 -1.844
C -1.584918 -0.398964 0.758145 -1.524 2.840 0.870
C -0.251352 -1.428770 -0.797806 0.235 0.262 -0.859
C -0.982470 1.741832 -0.257341 0.843 1.010 -0.798
C 2.980120 0.897727 0.194507 -1.921 -0.127 -1.921
N -0.495775 0.586239 0.481190 0.993 -0.814 -2.601
N 0.691515 -0.321237 -0.565434 -3.654 1.594 1.396
S 1.886819 -0.618938 0.543685 1.716 1.010 0.406
H -0.400860 -2.243760 1.135153 0.008 0.461 0.836
H -1.768115 -2.482300 0.159377 -1.069 -0.293 0.085
H -2.608221 -0.168862 0.177343 2.181 -0.446 1.096
H -1.683962 -0.170328 1.834986 -0.836 -0.573 -0.343
H 0.265318 -2.272161 -1.228968 0.325 -0.477 0.136
H -0.946152 -1.091936 -1.591078 0.310 0.088 0.292
H -0.097296 2.482962 -0.543667 -2.168 -1.473 0.897
H -1.667318 1.616855 -1.125436 1.041 -0.893 -0.552
H -1.799549 2.138740 0.333292 0.486 0.999 1.063
H 2.689458 1.938169 0.541198 0.236 -1.672 0.452
H 2.886468 0.985450 -0.924198 0.283 -0.227 0.951
H 3.962335 0.538328 0.411853 0.691 0.309 0.438
```
Positions in Å, forces in eV/Å.

E_LUMO in eV: 1.033
Highest occupied orbital energy in eV: -8.00
Multiplicity: 1

---

The following is a DFT calculation (ωB97M-V/def2-TZVPD) of C30H28N3O2OsPSbSe4 as an isolated structure at a distorted geometry.

Structure (XYZ):
```
70
Properties=species:S:1:pos:R:3:forces:R:3
Os 0.466866 1.644323 1.069639 -1.606 -2.169 -1.130
O 2.836066 3.192923 1.515939 1.030 -0.177 -0.093
N 2.380066 1.906523 1.165439 1.640 0.596 0.067
C 3.378666 1.212223 0.690339 -0.129 1.075 0.501
C 3.436966 -0.149377 0.231539 -0.343 -1.050 -0.488
C 4.633666 -0.536977 -0.394561 -0.223 0.320 0.142
C 4.824966 -1.819677 -0.857661 -0.073 -0.206 -0.028
C 3.835466 -2.778077 -0.682261 0.175 0.148 -0.008
C 2.646266 -2.426277 -0.069761 0.009 0.123 0.099
C 2.422566 -1.123877 0.368739 -0.083 0.105 -0.095
P 0.849066 -0.654777 1.152339 -0.020 0.519 0.547
C -0.409934 -1.768077 0.457239 0.037 0.165 -0.018
C -0.402834 -2.148177 -0.884761 0.083 -0.004 0.186
C -1.446434 -2.898177 -1.396261 -0.053 -0.039 -0.086
C -2.509734 -3.259977 -0.582961 0.016 0.011 0.015
C -2.537034 -2.857977 0.743939 -0.033 -0.101 -0.050
C -1.497434 -2.107577 1.261639 0.203 -0.036 -0.005
C 1.069766 -1.211477 2.870739 -0.066 0.170 -0.139
C 1.160566 -2.561177 3.199639 0.007 0.121 -0.013
C 1.360966 -2.928377 4.517239 0.027 -0.136 -0.012
C 1.476266 -1.960277 5.503039 0.006 0.113 0.014
C 1.384066 -0.617677 5.176739 0.050 -0.080 0.093
C 1.183166 -0.241677 3.862439 -0.068 0.114 -0.220
H 2.431366 3.458623 2.364139 -0.519 -0.374 -0.332
H 4.318666 1.759423 0.635839 -0.133 -0.012 0.129
H 5.408266 0.200823 -0.536661 0.147 0.089 0.046
H 5.744266 -2.077077 -1.357861 0.132 -0.028 -0.029
H 3.992966 -3.789077 -1.025661 -0.009 -0.083 -0.039
H 1.874066 -3.174577 0.050639 -0.007 0.022 0.031
H 0.432966 -1.893477 -1.524161 -0.011 0.013 -0.033
H -1.415534 -3.216077 -2.429261 -0.012 -0.054 -0.053
H -3.308734 -3.866177 -0.981461 -0.106 -0.061 -0.036
H -3.365334 -3.140477 1.376239 -0.069 -0.004 0.063
H -1.510334 -1.796677 2.297739 -0.052 0.008 0.048
H 1.064766 -3.314477 2.429339 -0.006 -0.093 -0.007
H 1.429266 -3.971977 4.781439 0.007 -0.126 0.012
H 1.639666 -2.250777 6.528039 -0.001 -0.071 0.138
H 1.464166 0.138023 5.940539 0.019 0.089 0.137
H 1.093166 0.809623 3.594439 0.006 -0.214 0.134
Se -0.068634 5.981423 -0.830861 -0.077 -0.012 0.431
Sb -1.253734 5.645123 1.746939 0.274 -0.584 -0.192
Se 1.937066 5.133223 -0.613361 -0.109 0.198 -0.082
Se -0.205834 3.357723 2.547139 -0.293 1.311 0.960
Se 0.082366 7.167523 3.043039 -0.006 0.007 -0.119
C -2.906634 -0.274777 -3.584861 0.195 -0.334 -0.291
N -3.050034 0.214823 -2.240661 -0.343 0.396 0.161
N -1.963934 0.666723 -1.517261 0.112 -0.197 0.522
C -2.320934 0.740523 -0.179861 -0.079 -0.213 -0.581
O -1.586434 1.231723 0.704339 0.179 0.281 0.170
C -3.637034 0.224323 -0.097861 0.052 0.013 -0.175
C -4.038334 -0.098277 -1.371061 0.312 0.408 0.379
C -5.341134 -0.634077 -1.833761 0.023 -0.063 -0.077
C -0.942934 1.460623 -2.093961 0.313 0.301 -0.139
C -1.281034 2.537223 -2.907061 -0.004 -0.178 0.145
C -0.283234 3.318723 -3.459861 -0.034 -0.041 -0.022
C 1.047866 3.060623 -3.170461 0.078 -0.071 -0.027
C 1.386266 2.006823 -2.339261 -0.150 -0.023 -0.032
C 0.395766 1.194023 -1.799761 -0.207 -0.239 -0.410
H -2.108934 0.271023 -4.083861 -0.070 0.006 -0.022
H -3.836934 -0.115977 -4.128461 0.059 0.036 0.042
H -2.662234 -1.341177 -3.588561 0.006 0.051 -0.053
H -4.201734 0.131123 0.806439 -0.139 -0.008 0.144
H -5.972734 -0.859777 -0.979261 -0.002 0.007 0.001
H -5.214634 -1.539977 -2.424061 -0.013 -0.079 -0.036
H -5.844734 0.108423 -2.455061 -0.048 -0.043 -0.007
H -2.324134 2.748123 -3.094361 -0.081 0.037 -0.054
H -0.553934 4.133423 -4.111861 0.014 0.141 -0.055
H 1.825566 3.677123 -3.592261 0.046 0.077 -0.063
H 2.423466 1.791223 -2.130161 0.105 -0.016 0.032
H 0.665866 0.280423 -1.281761 -0.084 0.149 -0.039
```
Positions in Å, forces in eV/Å.

E_LUMO (alpha / beta) in eV: -3.209 / -4.690
Highest occupied orbital energy (alpha / beta) in eV: -9.72 / -9.75
Multiplicity: 5
Net charge: +1

---

The following is a DFT calculation (ωB97M-V/def2-TZVPD) of a single C5H8O2 molecule.

Structure (XYZ):
```
15
Properties=species:S:1:pos:R:3:forces:R:3
C 0.582997 1.508742 0.831392 -0.020 -0.096 -0.055
C 0.502699 0.252385 0.393006 0.084 0.199 0.085
C 1.704936 -0.565442 0.012437 0.043 0.006 -0.016
C -0.859599 -0.429624 0.248512 -0.010 0.164 0.045
O -0.761938 -1.774409 -0.117454 -0.058 -0.032 -0.057
C -1.671726 0.322285 -0.796449 -0.151 -0.153 -0.258
O -2.118078 -0.242495 -1.767048 0.188 0.243 0.369
H -0.296749 2.082413 1.122759 0.141 -0.152 -0.023
H 1.540363 2.016374 0.920235 -0.145 -0.116 -0.019
H 2.617043 0.034666 0.078840 -0.167 -0.057 -0.006
H 1.611811 -0.964961 -1.002598 -0.004 0.070 0.138
H 1.803891 -1.429440 0.677972 -0.042 0.093 -0.106
H -1.401980 -0.337102 1.204559 0.060 0.015 -0.140
H -1.248733 -1.855924 -0.956354 0.053 -0.057 0.092
H -1.821953 1.404409 -0.626737 0.029 -0.127 -0.049
```
Positions in Å, forces in eV/Å.

E_LUMO in eV: 0.819
Highest occupied orbital energy in eV: -9.66
Multiplicity: 1
Structure (SMILES): C=C(C)[C@H](O)C=O